i | {"formula": "C5H10S", "method": "ωB97M-V/def2-TZVPD", "e_homo_ev": -8.735, "orbital_gap_ev": 8.5, "symbols": ["C", "C", "C", "C", "C", "S", "H", "H", "H", "H", "H", "H", "H", "H", "H", "H"], "coordinates": [[2.155, -0.717, -0.365], [1.144, -0.029, 0.654], [-0.180, -0.343, 0.039], [-1.035, 0.911, -0.043], [-2.520, 0.596, -0.182], [-3.301, -0.860, 0.094], [3.146, -0.939, 0.028], [1.951, -0.217, -1.323], [1.687, -1.732, -0.518], [1.355, 0.978, 0.778], [1.208, -0.506, 1.674], [-0.106, -0.728, -0.894], [-0.830, -0.986, 0.574], [-0.633, 1.536, -0.934], [-0.929, 1.582, 0.840], [-3.113, 1.455, -0.422]]}

ii | {"formula": "C5H10S", "method": "ωB97M-V/def2-TZVPD", "e_homo_ev": -8.506, "orbital_gap_ev": 9.4, "symbols": ["C", "C", "C", "C", "C", "H", "H", "H", "H", "H", "H", "H", "H", "H", "H", "S"], "coordinates": [[-1.654, -0.771, 0.826], [-0.636, 0.105, 0.029], [-1.218, 0.869, -1.116], [0.343, 1.015, 0.866], [1.620, 0.535, 0.277], [-1.182, -1.036, 1.752], [-1.973, -1.660, 0.280], [-2.582, -0.190, 1.065], [-0.486, 1.560, -1.619], [-2.030, 1.516, -0.742], [-1.522, 0.168, -1.885], [0.224, 2.135, 0.796], [0.273, 0.673, 1.877], [2.173, 1.217, -0.424], [2.459, 0.353, 1.052], [0.869, -0.954, -0.465]]}

Energies in kJ/mol, measured from the most stable structure: i 94.0; ii 0.0.

i | {"formula": "C5H10S", "method": "ωB97M-V/def2-TZVPD", "e_homo_ev": -8.481, "orbital_gap_ev": 9.5, "symbols": ["C", "C", "C", "C", "C", "H", "H", "H", "H", "H", "H", "H", "H", "H", "H", "S"], "coordinates": [[0.713, -0.728, 1.301], [0.855, 0.025, 0.015], [0.635, 1.579, 0.058], [-0.134, -0.232, -1.143], [-1.576, -0.478, -0.687], [-0.291, -0.717, 1.742], [0.964, -1.820, 1.181], [1.382, -0.302, 2.136], [1.859, -0.190, -0.469], [1.465, 2.219, 0.280], [-0.068, 1.767, 0.834], [0.080, -0.958, -1.928], [-2.281, -0.693, -1.503], [-2.007, 0.388, -0.123], [-1.644, -1.362, -0.030], [0.048, 1.502, -1.662]]}

ii | {"formula": "C5H10S", "method": "ωB97M-V/def2-TZVPD", "e_homo_ev": -8.442, "orbital_gap_ev": 8.3, "symbols": ["C", "C", "C", "S", "C", "C", "H", "H", "H", "H", "H", "H", "H", "H", "H", "H"], "coordinates": [[2.156, -0.188, 0.612], [1.302, -0.101, -0.737], [-0.022, 0.742, -0.645], [0.097, 2.222, 0.061], [-1.372, 0.007, -0.694], [-2.016, -0.139, 0.687], [2.916, -0.911, 0.501], [1.591, -0.409, 1.488], [2.667, 0.696, 0.797], [1.800, 0.378, -1.643], [1.061, -1.158, -0.940], [-2.147, 0.578, -1.277], [-1.227, -1.001, -1.081], [-2.501, 0.807, 0.991], [-1.399, -0.716, 1.355], [-2.907, -0.807, 0.524]]}

Energies in kJ/mol, measured from the most stable structure: i 0.0; ii 53.6.

i | {"formula": "C4H5I", "method": "ωB97M-V/def2-TZVPD", "e_homo_ev": [-8.267, -8.705], "orbital_gap_ev": [7.5, 8.8], "symbols": ["C", "C", "C", "C", "I", "H", "H", "H", "H", "H"], "coordinates": [[0.842, 0.439, -0.360], [1.156, 1.626, 0.012], [0.064, -0.861, 0.087], [-1.374, -1.397, -0.107], [-2.989, 0.094, 0.071], [0.982, 2.273, 0.805], [1.815, 2.065, -0.642], [0.831, -1.616, -0.165], [0.153, -0.568, 1.168], [-1.482, -2.054, -0.869]]}

ii | {"formula": "C4H5I", "method": "ωB97M-V/def2-TZVPD", "e_homo_ev": -8.122, "orbital_gap_ev": 8.2, "symbols": ["C", "C", "C", "C", "I", "H", "H", "H", "H", "H"], "coordinates": [[0.003, 1.019, -0.993], [0.228, 2.277, -1.219], [-0.852, -1.659, 0.808], [0.474, -1.773, 0.854], [1.563, 0.008, 0.315], [-0.484, 2.622, -1.944], [0.798, 3.217, -0.764], [-1.501, -2.345, 1.286], [-1.190, -0.909, 0.138], [0.961, -2.459, 1.520]]}

iii | {"formula": "C4H5I", "method": "ωB97M-V/def2-TZVPD", "e_homo_ev": -8.754, "orbital_gap_ev": 8.8, "symbols": ["C", "C", "C", "C", "I", "H", "H", "H", "H", "H"], "coordinates": [[-1.198, 0.649, 0.784], [-0.339, 0.026, -0.213], [0.283, -0.084, -1.372], [0.919, -0.809, -0.280], [3.295, -0.491, 0.508], [-0.575, 1.322, 1.382], [-1.607, -0.101, 1.462], [-1.999, 1.227, 0.329], [0.293, 0.141, -2.411], [0.927, -1.880, -0.189]]}

Energies in kJ/mol, measured from the most stable structure: i 291.3; ii 277.6; iii 0.0.

i | {"formula": "C4H5I", "method": "ωB97M-V/def2-TZVPD", "e_homo_ev": [-8.607, -8.611], "orbital_gap_ev": [8.1, 8.0], "symbols": ["C", "C", "C", "C", "I", "H", "H", "H", "H", "H"], "coordinates": [[1.097, -0.956, -0.151], [-1.135, 1.509, 0.035], [-0.003, -1.548, 0.153], [-1.637, 0.292, 0.107], [-3.734, -0.127, 0.020], [2.136, -1.562, -0.090], [1.374, 0.041, -0.470], [-1.715, 2.229, -0.463], [-0.103, 1.771, 0.340], [-0.284, -2.625, 0.355]]}

ii | {"formula": "C4H5I", "method": "ωB97M-V/def2-TZVPD", "e_homo_ev": -7.582, "orbital_gap_ev": 7.3, "symbols": ["C", "C", "C", "C", "I", "H", "H", "H", "H", "H"], "coordinates": [[0.429, -1.115, -0.882], [-1.181, -0.565, 0.856], [-0.097, -0.075, 0.051], [0.782, 1.108, 0.308], [-1.201, -2.473, -0.396], [0.527, -0.800, -1.912], [-2.213, -0.179, 0.967], [0.357, 1.920, -0.380], [1.855, 0.862, -0.001], [0.742, 1.317, 1.390]]}

iii | {"formula": "C4H5I", "method": "ωB97M-V/def2-TZVPD", "e_homo_ev": -8.855, "orbital_gap_ev": 9.5, "symbols": ["C", "C", "C", "C", "I", "H", "H", "H", "H", "H"], "coordinates": [[-1.005, -0.366, 0.585], [-0.355, -1.280, -0.082], [-0.158, 0.907, 0.279], [0.870, 0.133, -0.651], [2.833, 0.016, 0.036], [-1.989, -0.662, 1.174], [-0.388, -2.364, -0.384], [-0.756, 1.704, -0.279], [0.201, 1.563, 1.009], [0.747, 0.348, -1.686]]}

Energies in kJ/mol, measured from the most stable structure: i 224.4; ii 168.9; iii 0.0.